{"formula": "C20H55N5O25S5", "method": "ωB97M-V/def2-TZVPD", "e_homo_ev": -8.6, "energy_ha": -4939.061241, "lumo_ev": -0.78, "de_lowest_kj_mol": 3029.9, "orbital_gap_ev": 7.807, "elements": ["C", "N", "O", "O", "H", "H", "H", "C", "N", "O", "O", "H", "H", "H", "C", "N", "O", "O", "H", "H", "H", "C", "N", "O", "O", "H", "H", "H", "C", "N", "O", "O", "H", "H", "H", "O", "S", "O", "O", "C", "C", "C", "H", "H", "H", "H", "H", "H", "H", "H", "O", "S", "O", "O", "C", "C", "C", "H", "H", "H", "H", "H", "H", "H", "H", "O", "S", "O", "O", "C", "C", "C", "H", "H", "H", "H", "H", "H", "H", "H", "O", "S", "O", "O", "C", "C", "C", "H", "H", "H", "H", "H", "H", "H", "H", "O", "S", "O", "O", "C", "C", "C", "H", "H", "H", "H", "H", "H", "H", "H"], "positions_angstrom": [[-11.87284, -45.68921, 13.20437], [-12.08887, -47.13264, 13.34429], [-13.27457, -47.54514, 13.28996], [-11.15224, -47.83239, 13.57767], [-12.13840, -45.31941, 14.19474], [-12.41808, -45.25482, 12.36644], [-10.78973, -45.62189, 13.10228], [-13.54870, -43.06833, 13.59200], [-14.04683, -44.22311, 14.40534], [-14.09303, -44.07746, 15.62263], [-14.51901, -45.19806, 13.78848], [-14.36384, -42.55317, 13.08381], [-12.89026, -43.55701, 12.87384], [-13.09000, -42.34485, 14.26598], [-16.43377, -44.69419, 12.07218], [-17.62953, -45.04517, 12.87746], [-18.28478, -44.15591, 13.47249], [-17.97558, -46.18793, 12.73587], [-16.65116, -44.58633, 11.00954], [-15.71864, -45.50208, 12.22709], [-16.04565, -43.73900, 12.42583], [-16.94531, -40.16881, 12.53365], [-16.79718, -41.66057, 12.66307], [-15.70236, -42.11813, 12.74508], [-17.84593, -42.28380, 12.77307], [-16.99671, -39.94723, 13.59966], [-17.93125, -40.01948, 12.09353], [-16.15609, -39.73993, 11.91617], [-11.27531, -40.62937, 16.59174], [-12.60247, -41.33479, 16.74285], [-13.10555, -41.81150, 15.71737], [-13.04738, -41.48523, 17.85859], [-11.23414, -39.98049, 17.46659], [-11.39189, -40.04057, 15.68189], [-10.48226, -41.36094, 16.43680], [-14.69602, -43.93682, 12.11765], [-13.80794, -43.30980, 11.14832], [-12.33018, -43.56313, 11.18917], [-14.37311, -43.77631, 9.58638], [-13.50347, -43.72146, 8.44761], [-14.04872, -44.65544, 7.36693], [-14.04557, -41.47964, 11.04092], [-12.47652, -44.02327, 8.65346], [-13.59627, -42.69887, 8.08183], [-15.05077, -44.39403, 7.02683], [-14.10673, -45.67845, 7.73864], [-13.43677, -44.73909, 6.46881], [-13.71708, -41.09164, 12.00509], [-15.09379, -41.32933, 10.78256], [-13.33596, -41.24056, 10.24883], [-16.34915, -47.31450, 17.75946], [-15.06870, -47.46036, 17.09062], [-13.98694, -48.10354, 17.78428], [-15.27046, -48.37182, 15.66462], [-16.51717, -48.43422, 15.00240], [-16.36699, -48.31009, 13.46322], [-14.37873, -45.85063, 16.43862], [-17.11685, -47.56483, 15.27196], [-17.02410, -49.36390, 15.26086], [-17.30987, -48.56309, 12.97837], [-15.57451, -48.93711, 13.05467], [-16.03724, -47.31495, 13.16477], [-13.50851, -46.03804, 15.80959], [-14.28262, -45.17981, 17.29236], [-15.07593, -45.45889, 15.69798], [-12.63892, -36.64690, 14.01225], [-11.68404, -37.68024, 14.28794], [-10.92433, -37.69600, 15.53757], [-12.36409, -39.21414, 14.12382], [-13.24960, -39.44011, 13.06032], [-14.12738, -40.62175, 13.45445], [-10.48135, -37.66155, 12.87253], [-12.72409, -39.69898, 12.14112], [-13.91471, -38.57899, 12.99533], [-14.48019, -40.71375, 14.48165], [-13.66134, -41.50234, 13.01233], [-15.07861, -40.56544, 12.92520], [-9.74492, -36.96102, 13.26629], [-11.09457, -37.21117, 12.09201], [-10.07997, -38.65459, 12.67038], [-10.85147, -45.71244, 15.43380], [-11.51620, -45.41819, 16.70224], [-12.66472, -46.26039, 17.15284], [-10.40134, -45.28802, 17.93936], [-10.90986, -45.24049, 19.29421], [-10.59811, -43.94246, 20.02551], [-12.07722, -43.67254, 16.67084], [-10.28034, -45.96098, 19.81641], [-11.92305, -45.62852, 19.39892], [-9.52110, -43.79851, 20.11166], [-10.91046, -44.01512, 21.06726], [-11.10762, -43.08716, 19.58171], [-12.90042, -43.53145, 17.37123], [-12.34911, -43.41201, 15.64795], [-11.33984, -43.00125, 17.11098], [-11.69985, -43.87492, 13.90804], [-10.40165, -43.27784, 13.64657], [-9.73606, -43.29052, 12.35233], [-10.44522, -41.74489, 14.23373], [-9.46360, -40.83356, 13.81009], [-9.33054, -39.51774, 14.64849], [-9.25400, -43.87257, 14.90600], [-9.62598, -40.50722, 12.78283], [-8.52054, -41.37719, 13.75345], [-10.22031, -38.88814, 14.64972], [-8.51398, -38.86867, 14.33219], [-9.23292, -39.76691, 15.70514], [-8.28883, -43.37182, 14.82965], [-9.11809, -44.94237, 14.74742], [-9.81712, -43.81109, 15.83724]], "atomic_forces_ev_per_a": [[-0.21, -3.56, -0.68], [-3.37, -1.15, -1.03], [1.96, 0.62, -0.04], [1.17, -0.84, 0.19], [-0.56, -2.39, -1.51], [0.14, -0.84, 0.40], [-0.34, -0.16, -0.25], [-0.37, 0.31, 1.82], [-2.56, 0.23, -1.48], [-0.04, 3.51, -3.72], [1.35, 0.54, 3.45], [1.33, -1.99, 2.73], [-1.08, 1.60, 1.19], [0.04, -1.71, -1.23], [-3.27, -0.55, 1.20], [-2.21, 1.24, -0.93], [0.89, -4.61, 0.58], [-1.01, -0.63, 0.57], [-0.61, -0.27, 0.08], [-0.98, -0.06, -0.12], [-3.73, -1.70, 0.49], [-1.23, -0.53, -0.11], [-4.92, 0.92, -0.29], [-2.76, -0.77, -0.08], [2.35, 3.44, -1.44], [0.34, 1.02, -0.21], [0.19, 0.03, 0.06], [-0.24, 0.20, 0.43], [-1.42, 0.67, 0.00], [0.23, 0.49, -0.68], [0.02, 3.68, 3.30], [-0.31, 0.55, -0.19], [0.53, -0.26, -0.07], [0.07, -0.43, 0.61], [-0.30, 0.16, 0.49], [7.68, 0.53, -9.11], [1.47, -0.95, -3.95], [-2.83, 0.75, -1.43], [0.33, 0.03, 3.00], [-0.18, 0.09, -1.09], [-0.49, -0.62, 0.22], [0.93, -2.25, -2.62], [-0.07, 0.33, 0.45], [0.61, 0.14, -0.08], [-0.02, 0.21, 0.19], [-0.03, 0.00, 0.24], [0.35, 0.49, 0.18], [-0.29, -0.19, -3.01], [0.47, 0.24, -0.21], [-0.24, 0.17, -0.24], [0.82, 0.19, -0.84], [0.39, -0.70, -1.26], [-1.02, -0.71, 0.00], [1.02, 1.05, 1.91], [-0.56, 0.84, -1.29], [0.99, -0.39, 0.46], [-6.22, -2.32, -1.63], [-0.32, -0.23, 0.44], [-0.03, 0.06, 0.14], [0.04, 0.15, 0.08], [-0.08, -0.48, 0.27], [-0.30, -0.10, 0.29], [-2.40, -0.51, -0.64], [-0.64, -0.50, -0.24], [-1.77, -1.82, 1.50], [0.02, -0.68, 0.33], [0.39, -0.18, -0.61], [-2.60, 1.09, -0.86], [1.84, 2.35, 1.34], [-1.85, 0.24, 1.10], [-0.08, 3.52, 0.42], [-1.45, 0.52, 0.98], [0.20, 0.63, -0.08], [0.34, 0.36, -0.60], [0.86, 0.20, 0.16], [0.01, 1.93, 3.05], [2.12, 1.16, 0.58], [0.18, -0.08, -0.39], [0.39, -0.15, -0.23], [-0.25, 0.54, -0.21], [-0.56, -0.74, 3.91], [-1.42, -0.70, 2.67], [10.41, 0.92, 2.18], [-0.78, -0.08, -1.64], [1.04, -0.73, 1.18], [-0.33, 0.10, -0.29], [1.51, -1.76, 0.94], [-0.15, -0.41, -0.15], [-0.13, 0.37, -0.45], [0.01, 0.21, -0.49], [-0.38, -0.18, -0.06], [0.19, 0.19, 0.04], [-0.03, -0.75, -0.32], [1.11, -0.71, 1.55], [0.77, -0.88, -0.29], [7.72, 5.74, 0.84], [2.44, 0.25, 0.99], [-1.44, 0.09, 1.47], [-1.57, -0.46, -0.46], [1.86, 1.52, -0.74], [-0.38, -1.90, 0.35], [-0.16, -0.50, -0.84], [-0.39, -0.36, -0.28], [0.28, 0.20, 0.21], [1.93, -2.04, -0.18], [0.25, -0.50, -0.14], [0.58, 0.14, -0.05], [-0.31, 0.35, 0.12], [0.26, 0.28, -0.22], [0.82, 0.59, -0.12]], "lowdin_charge": [-0.05, -0.38, 0.05, 0.09, 0.06, 0.11, 0.11, -0.15, -0.21, -0.08, 0.04, 0.02, 0.05, 0.07, -0.02, -0.34, 0.01, 0.06, 0.14, 0.11, 0.04, 0.08, -0.31, -0.13, 0.11, 0.13, 0.11, 0.10, 0.06, -0.37, -0.06, 0.10, 0.12, 0.04, 0.10, -0.50, 0.89, -0.30, -0.24, -0.27, -0.07, -0.06, 0.12, 0.11, 0.08, 0.08, 0.08, -0.03, 0.10, 0.09, -0.31, 0.74, -0.30, -0.25, -0.27, -0.08, -0.23, 0.11, 0.12, 0.07, 0.07, 0.03, 0.06, 0.10, 0.08, -0.26, 0.71, -0.30, -0.27, -0.20, -0.14, -0.07, 0.13, 0.13, 0.15, 0.01, 0.03, 0.08, 0.07, 0.04, -0.32, 0.85, -0.38, -0.25, -0.25, -0.06, -0.12, 0.12, 0.12, 0.08, 0.08, 0.06, 0.09, 0.05, 0.07, -0.49, 0.77, -0.23, -0.28, -0.24, -0.09, -0.07, 0.11, 0.11, -0.06, 0.11, 0.08, 0.09, 0.08, 0.04]}